DFT (the ωB97M-V functional and the def2-TZVPD basis) results for a cluster of 2 separate species, C13H22F2NO2PSi in total at a distorted geometry.

Properties
- HOMO level: -0.3201 Ha
- E_LUMO: 0.7 eV
- SMILES: C[C@H](F)[C@@H](OC(=O)[PH2]=N)[Si](C)(C)C.Fc1ccccc1
- DFT total energy: -1544.33534 Ha
- Kohn-Sham gap: 9.436 eV

Last column: Löwdin charge in e.
CARTESIAN COORDINATES (ANGSTROEM)
C (-2.520, -3.508, -0.421)  -0.02
C (-2.173, -2.538, -1.546)  -0.35
F (-0.893, -2.863, -2.013)  -0.03
C (-2.184, -1.054, -1.078)  -0.26
O (-0.973, -0.427, -1.554)  -0.09
C (-0.363, 0.404, -0.701)  -0.60
O (-0.830, 0.858, 0.316)  0.07
P (1.385, 0.845, -1.238)  0.77
N (2.041, 1.928, -0.321)  -0.29
Si (-3.667, -0.087, -1.823)  0.59
C (-3.026, 0.738, -3.390)  -0.16
C (-5.119, -1.221, -2.242)  -0.16
C (-4.280, 1.258, -0.675)  -0.17
H (-2.774, -3.005, 0.504)  0.08
H (-1.646, -4.126, -0.242)  0.09
H (-3.324, -4.171, -0.725)  0.08
H (-2.823, -2.688, -2.402)  0.12
H (-2.208, -1.051, 0.006)  0.11
H (1.178, 1.255, -2.570)  0.00
H (2.061, -0.384, -1.326)  0.01
H (2.884, 1.512, 0.060)  -0.07
H (-2.596, 1.693, -3.096)  0.03
H (-3.823, 0.895, -4.109)  0.03
H (-2.235, 0.166, -3.867)  0.03
H (-6.064, -0.788, -1.932)  0.03
H (-5.025, -2.224, -1.836)  0.02
H (-5.159, -1.333, -3.324)  0.03
H (-4.875, 1.979, -1.232)  0.03
H (-4.941, 0.841, 0.083)  0.03
H (-3.474, 1.794, -0.183)  0.03
F (3.733, 0.635, 1.769)  0.03
C (4.683, 0.956, 2.675)  -0.28
C (4.295, 1.539, 3.863)  -0.01
C (5.272, 1.864, 4.791)  -0.08
C (6.609, 1.610, 4.520)  -0.10
C (6.972, 1.025, 3.316)  -0.09
C (6.004, 0.690, 2.381)  -0.02
H (3.247, 1.735, 4.048)  0.12
H (4.986, 2.320, 5.730)  0.10
H (7.367, 1.868, 5.247)  0.10
H (8.014, 0.828, 3.100)  0.10
H (6.264, 0.230, 1.437)  0.12

Forces on atoms 1 to 6 (eV/Å):
-0.1 0.0 -0.4
0.5 0.2 0.2
0.0 0.0 0.0
-0.6 -0.5 -0.5
0.3 0.1 0.4
-0.2 0.4 0.5



DFT (the ωB97M-V functional and the def2-TZVPD basis) results for a structure of composition C13H22F4MgNSeSi2 at a distorted geometry.

Properties
- Net charge: -1
- HOMO level: -0.1765 Ha
- E_LUMO: 2.9 eV
- DFT total energy: -4143.50907 Ha
- Kohn-Sham gap: 7.723 eV

Last column: Löwdin charge in e.
CARTESIAN COORDINATES (ANGSTROEM)
Mg (1.423, 0.377, 0.896)  0.45
C (-0.097, -0.037, -3.705)  -0.17
Si (-0.554, -0.021, -1.852)  0.44
C (-1.917, -1.347, -1.490)  -0.18
C (-1.533, 1.519, -1.454)  -0.20
N (0.908, -0.372, -0.937)  -0.14
C (1.627, -1.470, -1.266)  -0.37
C (1.302, -2.463, -2.229)  -0.05
C (2.146, -3.543, -2.575)  -0.11
C (3.449, -3.603, -2.059)  -0.12
C (3.735, -2.647, -1.071)  -0.03
C (2.841, -1.671, -0.712)  -0.27
F (3.336, -0.756, 0.147)  0.03
H (0.739, 0.612, -3.882)  0.02
H (-0.964, 0.448, -4.203)  0.02
H (-0.001, -1.027, -4.128)  0.01
H (-2.317, -1.273, -0.479)  0.01
H (-1.802, -2.427, -1.551)  0.02
H (-2.796, -1.163, -2.072)  0.01
H (-1.949, 1.861, -2.441)  0.04
H (-0.969, 2.373, -0.997)  0.00
H (-2.424, 1.180, -0.871)  0.03
H (0.324, -2.471, -2.635)  0.05
H (1.836, -4.177, -3.414)  0.09
H (4.143, -4.361, -2.539)  0.11
H (4.769, -2.603, -0.639)  0.13
F (0.989, 0.048, 3.620)  -0.06
C (1.625, -0.784, 2.714)  -0.51
F (2.933, -0.829, 3.141)  -0.01
F (1.104, -2.008, 3.139)  -0.03
C (-2.396, 3.625, 1.593)  -0.23
Si (-0.994, 2.445, 2.357)  0.12
C (-1.739, 0.594, 2.050)  -0.19
C (-0.980, 2.657, 4.234)  -0.25
Se (0.943, 2.844, 1.332)  0.25
H (-3.372, 3.195, 1.852)  0.00
H (-2.258, 3.402, 0.455)  0.02
H (-2.379, 4.681, 1.771)  -0.01
H (-2.832, 0.879, 1.882)  0.03
H (-1.753, 0.111, 2.980)  -0.01
H (-1.316, 0.061, 1.170)  -0.01
H (-1.849, 2.286, 4.794)  0.02
H (-0.895, 3.722, 4.456)  0.01
H (-0.086, 2.135, 4.622)  0.02

Forces on atoms 1 to 6 (eV/Å):
-0.2 0.0 -0.4
-1.8 0.6 0.4
0.5 -1.6 0.2
0.1 -0.2 0.4
-0.3 0.7 -0.4
-1.5 1.1 0.2